{"formula": "C46H71BiO8P2S2Si", "method": "the ωB97M-V functional and the def2-TZVPD basis", "homo_lumo_gap_ha": 0.316, "e_tot_ha": -4380.564129, "fmax_ev_per_a": 2.8, "elements": ["H", "H", "H", "C", "S", "H", "H", "C", "C", "C", "H", "C", "H", "H", "H", "C", "P", "S", "H", "H", "H", "C", "H", "H", "H", "H", "H", "C", "C", "C", "C", "H", "H", "O", "H", "C", "O", "C", "C", "H", "H", "C", "H", "C", "O", "H", "H", "O", "C", "C", "H", "C", "C", "C", "H", "H", "C", "H", "H", "C", "O", "H", "H", "H", "C", "H", "H", "C", "H", "H", "H", "C", "H", "H", "H", "Si", "C", "H", "H", "H", "H", "C", "C", "C", "H", "H", "C", "H", "C", "H", "C", "C", "C", "C", "H", "H", "H", "H", "H", "C", "C", "H", "C", "H", "Bi", "H", "C", "C", "C", "H", "H", "H", "O", "H", "P", "H", "C", "C", "H", "H", "C", "C", "H", "O", "H", "H", "O", "H", "H", "H", "H"], "positions_angstrom": [[-2.95065, 3.54324, 2.39291], [-1.84751, -0.20622, -0.66235], [-1.28602, -2.78804, -3.59114], [-0.91095, 2.27161, -3.09075], [-0.66287, -2.23741, 3.24988], [4.25028, -1.71786, -1.08964], [0.65696, -6.76873, 0.83702], [0.32228, -1.63933, -2.69329], [-0.46440, 0.03007, 7.72583], [-0.50257, -2.05913, -3.76941], [4.74343, -0.11941, -0.68746], [-1.49142, 4.87771, -0.85224], [2.58976, -3.48318, -0.01856], [-0.91561, 4.96931, 2.07370], [-4.40178, -4.23569, -1.83868], [-2.07460, -1.99783, 4.29830], [-0.10857, 2.21029, -1.34437], [-3.32936, -0.97302, 3.94506], [2.33689, 2.04240, 1.88231], [0.60029, -4.43025, -2.08414], [0.01270, 3.82749, 0.39598], [-3.81389, -1.05923, -0.43816], [-5.54905, -2.18330, -1.06148], [-2.27394, 2.67082, -6.58520], [4.72155, -0.58449, -2.35530], [-2.59972, 3.58970, -3.00098], [3.07841, 0.97670, 2.67063], [-1.76928, 2.39525, -5.67479], [-2.83126, 2.06042, -4.60667], [0.34465, -4.82190, 0.05773], [-2.45848, -3.63886, -1.02059], [-1.58597, 4.41846, -5.02733], [3.70286, -1.97145, 3.09080], [4.11966, -1.88797, 2.16328], [-2.37526, 6.67203, -0.02954], [4.16324, -0.68730, -1.44998], [-2.16273, -2.83141, 5.27963], [3.08616, -5.17333, -1.10148], [-1.67425, -2.37436, -0.55027], [2.33349, 0.57047, -4.31942], [-1.14405, 1.52705, -5.86785], [-0.92268, 3.57203, -5.26924], [-1.49155, 2.16663, 1.25276], [0.68478, -0.71957, 7.99446], [2.86738, 1.22644, 1.73801], [-3.78890, -2.79598, -2.58017], [2.88169, -5.47379, 0.96714], [0.16926, 0.93654, 4.21739], [-2.42575, 2.51828, -3.15587], [1.34188, -0.67908, -2.80460], [4.17426, -5.08885, -1.09796], [-0.12464, 3.24520, -4.01712], [1.95578, 4.13379, -1.72114], [1.46197, -0.32644, 5.73343], [-4.34259, -0.24459, -0.94999], [-3.06484, 1.97687, -2.49402], [3.97152, 2.32162, -2.04526], [2.82262, -5.57808, -2.06062], [-2.45296, 4.63888, -1.24278], [2.35104, -3.87386, -1.03641], [-0.11969, 0.06201, 1.19892], [-0.29151, 3.97849, -6.03132], [-3.81521, 2.55568, -4.85393], [-0.74012, 0.76190, 3.97551], [0.83880, -4.01039, -1.11368], [-4.74028, -2.82775, 0.37211], [-0.53111, -4.14008, 5.05380], [-1.84313, 5.26224, 1.63554], [-0.67307, 6.49498, 0.29792], [2.72024, -3.09587, -1.72771], [0.21748, 4.15879, -3.54713], [2.60361, -6.03932, 0.06237], [-0.28814, -2.64135, 6.10600], [3.37764, 5.73282, -2.23402], [3.10393, -7.02992, 0.14468], [2.44463, 0.02785, -1.40450], [-1.93535, 2.93397, 0.61060], [-0.82521, -1.90067, -5.86727], [2.47906, -1.56308, 7.10951], [-2.37268, -1.05940, -2.04848], [-0.97933, 5.27182, -1.67803], [2.52520, -0.57035, 4.69766], [-3.84485, -3.30541, -1.61664], [-4.58736, -2.37530, -0.61854], [-2.69555, 2.29525, 0.01309], [-1.13274, 0.22067, 8.55106], [-0.96786, -3.42811, 5.80219], [-1.70079, -2.34686, 0.51155], [1.63991, 2.80839, -1.65389], [4.83911, 1.67802, -2.06457], [-0.85386, 3.61614, -0.27645], [0.33020, 0.49533, 5.53185], [1.07245, -6.19429, 0.02756], [1.54371, -0.22531, -4.10177], [-1.03840, -1.24847, 2.43473], [-2.63697, -4.23485, -0.12430], [1.12336, -0.31069, -6.20294], [0.64682, -4.35607, 1.02426], [5.21504, 3.97173, -2.54896], [3.22007, 4.61563, -2.10870], [0.83775, -0.69116, -5.20784], [-1.50412, 1.18111, 6.31300], [-0.25066, -1.54520, -5.02549], [0.89399, 2.41786, 3.32837], [1.78700, -0.83031, 0.96016], [-1.90910, -4.28712, -1.70607], [-2.38804, -1.09169, -0.96877], [-1.61429, 5.90166, 0.27312], [4.20404, 3.68960, -2.29890], [0.81604, 2.77404, -4.22101], [-2.36506, 5.99729, 2.29848], [-0.71895, -4.98696, 0.09999], [1.11441, 3.18451, 2.81340], [-3.53780, 4.26464, 0.83854], [0.15539, -2.27785, -0.96268], [-1.24410, -3.97366, 6.71194], [1.62283, -0.93312, 7.00660], [-0.64441, 0.60251, 6.48178], [1.74839, 3.67715, 3.33809], [1.16128, 4.79725, -1.67045], [2.69918, 1.89105, -1.76445], [-2.67956, 4.01338, 1.43752], [-3.79173, -0.84559, 0.62161], [2.87286, -1.77550, 4.51328], [0.84690, -6.71696, -0.94711], [-0.35384, 0.54203, 0.40183], [2.99949, 0.46929, 4.13755], [-0.73918, 1.22889, -3.39705], [0.84605, -1.14861, 9.01309], [-3.01305, 0.97629, -4.71156], [4.87349, -1.28236, 2.27503]]}

=====

{"formula": "C13H8N5O8", "method": "the ωB97M-V functional and the def2-TZVPD basis", "homo_lumo_gap_ha": 0.175, "e_tot_ha": -1375.485238, "fmax_ev_per_a": 3.6, "total_charge": -1, "de_lowest_ev": 0.235, "elements": ["O", "O", "C", "C", "C", "C", "O", "H", "C", "H", "N", "C", "C", "H", "H", "O", "O", "C", "N", "C", "C", "O", "H", "C", "H", "H", "H", "O", "N", "N", "C", "C", "N", "O"], "positions_angstrom": [[-2.20458, 0.05583, 3.81513], [-2.20827, 4.54791, 2.18778], [-2.28356, 1.35424, 2.05649], [3.08168, -1.56823, -1.13108], [-2.33926, 0.73804, -0.74497], [-2.22466, 0.03851, 1.53837], [-0.54494, -1.71295, 0.54915], [4.88993, 0.54495, -1.26950], [-2.18393, -0.32145, 0.18282], [0.70905, -3.94762, -0.48441], [-2.31846, 1.37164, 3.43792], [2.24730, -0.41918, -1.21007], [-2.39924, 2.40778, 1.10442], [3.12484, -3.72012, -1.21283], [6.02325, -0.47439, -0.34093], [-2.37155, 4.29157, -0.06515], [4.43295, -1.48485, -1.04150], [-2.44900, 2.14267, -0.28233], [-2.31356, 3.77769, 1.25180], [0.44741, -1.76917, -0.24982], [2.48318, -2.85865, -1.05093], [-2.05019, -0.82435, -2.42305], [-2.24473, -1.34622, -0.18757], [0.95332, -0.52600, -0.78742], [4.50202, 0.04938, 0.43209], [2.61720, 0.57154, -1.48072], [0.29676, 0.34393, -0.76818], [-1.90954, -1.97998, 2.81720], [-2.46552, 3.29531, -1.00866], [-2.05091, -0.77649, 2.67560], [4.97536, -0.24934, -0.51692], [1.19163, -2.97764, -0.62325], [-2.46670, 0.33547, -2.15463], [-2.94727, 1.09018, -3.01483]]}

=====

{"formula": "C7H10ClFN2O4", "method": "the ωB97M-V functional and the def2-TZVPD basis", "homo_lumo_gap_ha": 0.287, "e_tot_ha": -1242.827924, "fmax_ev_per_a": 4.4, "de_lowest_ev": 2.920, "elements": ["H", "O", "C", "C", "H", "F", "H", "C", "C", "H", "H", "C", "N", "H", "H", "Cl", "O", "C", "H", "C", "N", "O", "H", "H", "O"], "positions_angstrom": [[1.98136, -2.19142, -0.96349], [5.26201, 1.41024, 0.06004], [1.26808, -2.62239, -0.31553], [0.82572, 0.38494, -0.85801], [0.20229, -0.07844, 1.04468], [-3.86351, 2.77672, 1.55504], [-3.51503, 0.26711, 0.94933], [-1.95949, 1.14670, -0.00620], [-3.46708, 1.02643, 0.11240], [1.75869, -2.52322, 0.86402], [-0.61923, -1.82929, -1.44810], [2.00626, 0.70903, -0.31186], [4.50264, 1.10385, 0.87683], [-0.78442, -2.38241, 0.24321], [-1.62788, 1.86196, -0.82418], [0.53499, 0.74337, -2.50884], [-1.51581, -0.17119, -0.21938], [-0.14164, -0.36679, 0.02376], [1.23245, -3.70476, -0.43585], [-0.05889, -1.91029, -0.49773], [3.02788, 0.85899, 0.35927], [4.52374, 1.04959, 2.03144], [-1.58006, 1.70819, 0.81645], [-3.89867, 0.55149, -0.83765], [-4.09440, 2.18160, 0.29035]]}

=====

{"formula": "C17H22N2O2", "method": "the ωB97M-V functional and the def2-TZVPD basis", "homo_lumo_gap_ha": 0.302, "e_tot_ha": -921.010515, "fmax_ev_per_a": 0.7, "de_lowest_ev": 1.512, "elements": ["O", "C", "H", "C", "C", "H", "H", "H", "C", "H", "C", "C", "C", "C", "H", "N", "C", "C", "H", "H", "H", "H", "H", "H", "C", "H", "H", "C", "H", "H", "H", "C", "N", "C", "H", "H", "H", "H", "H", "C", "C", "O", "C"], "positions_angstrom": [[-1.57571, -2.00356, 1.32560], [1.70619, -0.40086, -0.48219], [5.98071, 2.04123, 0.62548], [-3.16467, 0.52840, -1.11248], [2.86101, 0.15074, -1.03395], [-3.74260, 1.20218, -1.76276], [-5.55298, 1.43084, -0.10235], [0.50373, -1.40771, 2.42610], [3.96285, 0.43945, -0.24256], [2.74273, -0.57725, 2.75024], [-2.23087, 1.39982, -0.25781], [2.77404, -0.37367, 1.68976], [1.66534, -0.66651, 0.90050], [-4.06006, 1.70930, 1.42363], [-4.65396, 2.44506, 1.97063], [0.52565, -1.21130, 1.43209], [0.54719, -0.72152, -1.25443], [3.90988, 0.17245, 1.12948], [6.90272, 1.68769, -0.85546], [6.61494, 0.39504, 0.33378], [2.91111, 0.35982, -2.09074], [-2.38024, 3.03661, 1.13961], [-2.50387, -2.10874, -0.88334], [-4.79680, -0.83638, -0.79781], [6.18814, 1.28550, -0.13916], [-3.52858, 1.09477, 2.15363], [4.75216, 0.38804, 1.76692], [-0.56582, -1.24980, -0.69962], [-5.67381, 0.29146, 1.24191], [-3.57205, 3.07972, -0.16309], [-1.67904, 0.76810, 0.44020], [-0.61904, -1.52859, 0.73645], [-2.49963, -0.38138, -2.03548], [-3.04624, 2.41959, 0.53153], [-3.59955, -0.82879, 0.50814], [-1.50424, 1.90953, -0.89849], [-1.86680, 0.15190, -2.62419], [0.58128, -0.52748, -2.31861], [-1.53716, -2.16250, -2.36804], [-1.80920, -1.54428, -1.50537], [-4.97239, 0.81494, 0.58936], [5.03745, 0.97463, -0.88649], [-4.14638, -0.20000, -0.19567]]}